Entry 1:
The following is a quantum chemistry calculation of 2 unconnected molecules or ions with the total composition C21H33BFNO7P at a distorted geometry, from the OMol25 dataset.

Geometry as XYZ:
```
65
Properties=species:S:1:pos:R:3
C 1.50 -0.91 7.09
C 2.01 -0.30 5.91
B 2.56 0.25 4.43
O 2.09 1.59 3.97
C 1.57 1.50 2.57
C 2.93 1.55 1.64
C 2.69 2.78 0.55
N 1.61 2.48 -0.46
C 1.98 1.30 -1.35
C 0.65 1.02 -2.32
C 1.54 3.72 -1.38
C 0.27 4.78 -1.35
O 2.52 4.02 -2.27
C 0.78 0.03 2.73
F 0.68 -0.60 1.38
C -0.61 0.50 3.47
C -1.46 -0.70 4.19
C -3.11 -0.48 4.28
C -4.12 -1.58 5.02
C -3.50 -2.94 5.72
C -1.87 -3.16 5.61
C -1.26 -4.53 6.30
C -0.85 -2.06 4.87
O 1.83 -0.65 3.50
H 1.17 -1.77 7.85
H 3.76 0.14 4.39
H 0.78 2.35 2.43
H 3.21 0.53 1.13
H 3.88 1.88 2.27
H 3.73 3.03 0.02
H 2.40 3.78 1.13
H 2.97 1.46 -1.97
H 2.14 0.28 -0.75
H -0.32 1.08 -1.64
H 0.57 1.81 -3.18
H 0.74 -0.05 -2.79
H 0.14 5.27 -2.43
H 0.45 5.66 -0.59
H -0.71 4.19 -1.10
H -0.49 1.37 4.25
H -1.31 0.93 2.61
H -3.65 0.48 3.85
H -5.29 -1.34 5.07
H -4.23 -3.69 6.27
H -2.12 -5.02 6.94
H -0.75 -5.27 5.54
H -0.44 -4.17 7.07
H 0.30 -2.27 4.86
C -1.30 1.25 -7.82
O -1.67 -0.10 -7.71
P -1.15 -0.94 -6.43
O -0.26 -0.20 -5.49
O -0.50 -2.25 -7.10
C 0.63 -2.06 -7.92
O -2.53 -1.48 -5.80
C -2.44 -2.59 -4.93
H -0.31 1.33 -8.26
H -2.02 1.75 -8.48
H -1.32 1.75 -6.85
H 1.31 -1.31 -7.48
H 0.31 -1.73 -8.91
H 1.17 -3.01 -8.01
H -1.62 -2.48 -4.23
H -2.30 -3.51 -5.52
H -3.38 -2.68 -4.38
```

Output
charge: -1

Atomic partial charges in e from the Löwdin method, atoms 1 to 8:
1. C -0.0249
2. C 0.0265
3. B -0.7895
4. O -0.1244
5. C -0.1844
6. C -0.0785
7. C -0.2044
8. N -0.1313

---

Entry 2:
The following is a quantum chemistry calculation of a molecular structure, C21H33CuPSi, from the OMol25 dataset.

Geometry as XYZ:
```
57
Properties=species:S:1:pos:R:3
Cu 1.97 -0.78 0.41
C 2.04 -1.85 3.75
Si 1.06 -0.73 2.52
C -0.71 -0.85 3.29
C 1.55 1.04 3.14
C 2.68 1.30 3.91
C 3.05 2.59 4.27
C 2.29 3.67 3.85
C 1.16 3.45 3.07
C 0.81 2.15 2.72
H 1.88 -1.59 4.80
H 3.11 -1.79 3.55
H 1.76 -2.90 3.61
H -0.68 -0.64 4.36
H -1.14 -1.85 3.15
H -1.39 -0.14 2.82
H 3.30 0.46 4.24
H 3.94 2.75 4.86
H 2.58 4.68 4.13
H 0.57 4.29 2.73
H -0.07 2.00 2.09
C 3.37 -0.55 -1.06
C 2.91 -0.20 -2.42
C 2.72 -1.17 -3.42
C 2.27 -0.83 -4.68
C 2.00 0.49 -5.01
C 2.18 1.47 -4.04
C 2.62 1.13 -2.77
H 3.99 0.26 -0.67
H 3.99 -1.45 -1.09
H 2.92 -2.21 -3.18
H 2.14 -1.61 -5.43
H 1.65 0.76 -6.00
H 1.97 2.51 -4.27
H 2.74 1.90 -2.02
C -4.45 -1.69 0.87
C -3.99 -0.53 -0.01
P -2.14 -0.58 -0.22
C -1.84 0.80 -1.45
C -3.02 1.43 -2.19
C -1.96 -2.06 -1.33
C -2.85 -2.19 -2.56
H -5.51 -1.58 1.14
H -3.87 -1.71 1.79
H -4.32 -2.64 0.37
H -4.22 0.42 0.48
H -4.52 -0.54 -0.97
H -1.11 0.41 -2.16
H -1.32 1.58 -0.88
H -3.55 0.70 -2.80
H -2.66 2.23 -2.84
H -3.74 1.87 -1.49
H -2.07 -2.94 -0.69
H -0.90 -2.04 -1.63
H -3.90 -2.29 -2.28
H -2.57 -3.07 -3.14
H -2.75 -1.32 -3.22
```

Output
charge: -1

Atomic partial charges in e from the Löwdin method, atoms 1 to 8:
1. Cu 0.2152
2. C -0.2893
3. Si 0.4659
4. C -0.2859
5. C -0.3129
6. C -0.1156
7. C -0.1158
8. C -0.1290

---

Entry 3:
The following is a quantum chemistry calculation of 2 unconnected molecules or ions with the total composition C21H33F3N4O2S2 at a distorted geometry, from the OMol25 dataset.

Geometry as XYZ:
```
65
Properties=species:S:1:pos:R:3
C 1.34 0.35 2.67
C 1.08 1.21 1.43
C 1.38 2.68 1.69
N -0.33 1.13 1.04
N -1.13 2.01 1.62
N -2.37 1.52 1.43
C -3.46 2.39 1.94
C -3.85 3.46 0.94
C -2.91 2.96 3.21
C -2.38 0.35 0.75
C -3.68 -0.50 0.81
C -3.50 -1.92 0.27
C -4.72 0.23 -0.02
C -4.11 -0.66 2.28
C -1.04 0.16 0.31
C -0.41 -0.61 -0.68
H 2.38 0.46 3.00
H 0.69 0.66 3.50
H 1.14 -0.71 2.47
H 1.65 0.86 0.56
H 2.43 2.80 1.98
H 1.24 3.29 0.79
H 0.76 3.09 2.51
H -4.32 1.77 2.15
H -4.52 4.18 1.41
H -2.97 4.02 0.60
H -4.35 3.03 0.06
H -3.58 3.72 3.61
H -2.78 2.18 3.97
H -1.93 3.41 3.02
H -2.79 -2.49 0.88
H -4.49 -2.41 0.35
H -3.16 -1.94 -0.77
H -5.00 1.19 0.42
H -4.32 0.41 -1.02
H -5.63 -0.37 -0.09
H -4.33 0.29 2.78
H -5.01 -1.27 2.29
H -3.32 -1.16 2.85
H -0.14 -0.11 -1.63
H -0.32 -1.67 -0.44
C 3.93 -0.74 -4.17
N 2.96 -1.72 -3.79
S 1.35 -1.07 -3.43
C 0.99 -0.50 -5.17
F 1.33 -1.48 -6.04
F -0.35 -0.20 -5.26
F 1.68 0.64 -5.55
S 3.57 -3.12 -2.96
C 4.03 -2.66 -1.29
C 5.34 -2.62 -0.80
C 5.57 -1.83 0.33
C 4.52 -1.15 0.96
C 3.21 -1.41 0.58
C 2.97 -2.28 -0.47
O 2.48 -4.07 -2.99
O 4.86 -3.39 -3.57
H 3.48 0.09 -4.71
H 4.39 -0.35 -3.25
H 4.67 -1.17 -4.86
H 6.13 -3.20 -1.29
H 6.60 -1.71 0.67
H 4.71 -0.46 1.78
H 2.37 -0.93 1.06
H 1.98 -2.65 -0.73
```

Output
relative energy (zero: lowest compared OMol25 entry of this formula, charge and spin): 0.0000 eV

Atomic partial charges in e from the Löwdin method, atoms 1 to 8:
1. C -0.0518
2. C -0.3600
3. C -0.0636
4. N -0.0311
5. N 0.1126
6. N -0.0098
7. C -0.3828
8. C -0.0348

---

Looking at frontier orbital gap for the records above, in order, we have 7.0; 6.5; 6.3 eV.